{"formula": "C6H12O", "method": "ωB97M-V with the def2-TZVPD basis set", "symbols": ["C", "C", "C", "O", "C", "C", "C", "H", "H", "H", "H", "H", "H", "H", "H", "H", "H", "H", "H"], "coordinates": [[-0.76792, -1.02874, -1.54031], [-0.64648, -0.02453, -0.40761], [-1.27300, 1.31505, -0.73492], [-0.96890, -0.53744, 0.88530], [0.38341, -0.13622, 0.65158], [1.38875, -1.26785, 0.65754], [0.83847, 1.07972, 1.44966], [-1.72788, -1.54753, -1.44913], [0.02090, -1.78356, -1.53982], [-0.74983, -0.52201, -2.51017], [-0.68096, 1.84037, -1.49401], [-1.35546, 1.94900, 0.15005], [-2.28119, 1.16927, -1.13913], [2.28233, -0.99116, 0.08598], [1.70221, -1.47938, 1.68612], [0.97216, -2.18709, 0.24288], [0.28757, 1.11243, 2.39563], [0.66947, 2.02654, 0.92842], [1.90634, 1.01315, 1.68192]], "nbo_charge": [-0.632, 0.210, -0.631, -0.509, 0.225, -0.632, -0.643, 0.225, 0.215, 0.212, 0.213, 0.222, 0.217, 0.213, 0.217, 0.220, 0.230, 0.216, 0.213], "charge": 0, "e_tot_ha": -311.025128, "gap_ev": 10.93, "smiles": "CC1(C)OC1(C)C", "de_lowest_kcal_mol": 21.4}